No. 1
Entry from the Open Molecules 2025 dataset: the molecule C3H5N3O at a distorted geometry (the ωB97M-V functional and the def2-TZVPD basis).

```
! RIJCOSX wB97M-V def2-TZVPD def2/J DEFGRID3
* xyz 0 1
N 1.25962 -0.71083 0.35601
H 0.18190 0.96991 -2.13430
H 1.66495 -0.79275 2.34978
O -1.83572 0.90383 0.45672
N 1.08447 -0.40651 1.62152
C -0.65186 0.31160 0.65685
C 0.18252 -0.06568 -1.79579
H -0.74274 -0.52868 -2.13535
C 0.26852 -0.12181 -0.31759
N -0.18759 -0.02176 1.86210
H 1.02655 -0.58998 -2.23585
H -2.25060 1.05268 1.31590
*
```

Its energy above the lowest of the compared OMol25 structures with the same formula, charge and spin is 40.6 kcal/mol. Its frontier orbital gap is 10.037 eV. Its max |F| is 0.0485 Eh/bohr.

Table of natural (NBO) atomic charges, one value per atom, all in e:
1. N -0.22
2. H 0.23
3. H 0.40
4. O -0.66
5. N -0.17
6. C 0.39
7. C -0.64
8. H 0.22
9. C 0.05
10. N -0.33
11. H 0.24
12. H 0.50

***

No. 2
Entry from the Open Molecules 2025 dataset: the molecule C3H5N3O (the ωB97M-V functional and the def2-TZVPD basis).

```
! RIJCOSX wB97M-V def2-TZVPD def2/J DEFGRID3
* xyz 0 1
C -1.20323 0.42980 0.08122
H -1.80391 -1.47082 0.22573
O -2.47240 0.84654 0.33039
H 0.85220 -2.05506 -0.18463
C 0.89072 0.17844 -0.07653
N -0.10494 1.13067 0.02680
C 0.37477 -1.09275 -0.08013
N 2.21847 0.59915 -0.20912
H 2.90222 -0.05446 0.15374
H 2.33108 1.50459 0.22927
N -1.00857 -0.89612 -0.00358
H -2.97643 0.88004 -0.49317
*
```

Its energy above the lowest of the compared OMol25 structures with the same formula, charge and spin is 19.1 kcal/mol. Its frontier orbital gap is 8.438 eV. Its max |F| is 0.0160 Eh/bohr.

Table of natural (NBO) atomic charges, one value per atom, all in e:
1. C 0.61
2. H 0.42
3. O -0.69
4. H 0.22
5. C 0.28
6. N -0.52
7. C -0.21
8. N -0.81
9. H 0.37
10. H 0.38
11. N -0.55
12. H 0.49

***

No. 3
Entry from the Open Molecules 2025 dataset: C3H5N3O as an isolated structure at a distorted geometry (the ωB97M-V functional and the def2-TZVPD basis).

```
! RIJCOSX wB97M-V def2-TZVPD def2/J DEFGRID3
* xyz 0 1
N -1.38518 -0.55406 1.82816
O -0.16783 -0.28941 -2.03412
H 2.52123 2.19843 -1.62153
C 0.64658 1.21466 -0.39101
N -0.58986 0.48465 1.33493
H -1.87537 0.11447 2.66224
C -0.17585 0.20678 0.18215
H -0.63224 -1.46384 2.33357
N -0.13331 -0.95344 -0.78376
H -0.98513 -1.72198 -0.39548
H 0.72046 -0.67676 -2.56487
C 2.05649 1.44050 -0.55028
*
```

Its energy above the lowest of the compared OMol25 structures with the same formula, charge and spin is 278.0 kcal/mol. Its frontier orbital gap is 8.295 eV. Its max |F| is 0.2172 Eh/bohr.

Table of natural (NBO) atomic charges, one value per atom, all in e:
1. N -0.69
2. O -0.54
3. H 0.25
4. C 0.02
5. N -0.25
6. H 0.39
7. C 0.22
8. H 0.35
9. N -0.36
10. H 0.38
11. H 0.49
12. C -0.27